[1]
Here is 2 unconnected molecules or ions with the total composition CHFN5 from the Open Molecules 2025 dataset. Energies are from wB97M-V/def2-TZVPD.

```
8
Properties=species:S:1:pos:R:3:forces:R:3
F 0.232650 -2.155178 -1.765102 -0.05 -0.10 0.49
C 0.122754 0.379423 0.059050 0.65 -2.04 -0.39
N -0.815187 2.167366 0.139259 -0.42 1.23 0.91
N 0.896964 -1.910049 -0.548805 -0.14 1.73 0.09
N -0.387440 1.850960 1.352107 -0.66 1.34 0.19
H 0.225876 -2.240608 0.155018 -0.33 0.05 -0.26
N 0.226396 0.683797 1.336051 0.41 -1.03 -0.62
N -0.502014 1.224288 -0.727578 0.54 -1.18 -0.42
```
Positions in Å, forces in eV/Å.

Net charge: -1
Energy above the lowest of the compared OMol25 structures with the same formula, charge and spin, kJ/mol: 340.10
Kohn-Sham gap (spin up / spin down), eV: 8.46 / 9.09
LUMO level (spin up / spin down), eV: 3.35 / 3.87

=====

[2]
Here is a gas-phase ion, CHFNO2S (charge -1) from the Open Molecules 2025 dataset. Energies are from wB97M-V/def2-TZVPD.

```
7
Properties=species:S:1:pos:R:3:forces:R:3
F -2.180301 1.130005 -0.109797 0.51 -0.63 0.21
O 0.807976 -1.724006 0.544815 0.50 0.95 0.50
S 1.467017 -0.376014 0.598338 -1.35 -1.12 -0.30
C -1.002525 0.368136 -0.060072 4.06 4.28 2.94
N -0.018411 0.821576 0.739712 -4.64 -3.13 -3.27
H -0.992372 -0.218885 -0.971525 0.23 -0.77 0.51
O 1.918615 -0.000809 -0.741471 0.69 0.42 -0.59
```
Positions in Å, forces in eV/Å.

Net charge: -1
Energy above the lowest of the compared OMol25 structures with the same formula, charge and spin, kJ/mol: 119.61
Kohn-Sham gap, eV: 8.25
LUMO level, eV: 4.12

=====

> net charge of number 2 (CHFNO2S)?

-1